No. 1
C35H53NO15 | ωB97M-V/def2-TZVPD

The HOMO energy comes out at -0.28632 Ha. As for the molar mass: 727.801 Da. As for the HOMO-LUMO gap: 7.86 eV.

The geometry in ORCA input format:
```
! wB97M-V def2-TZVPD RIJCOSX def2/J DEFGRID3
* xyz 0 1
H 9.129 -0.973 -2.213
H -4.496 3.600 -9.827
H 8.187 -1.986 -3.296
O 0.715 3.911 7.532
C 1.088 -3.345 0.839
O -3.821 2.089 -8.533
H 1.242 3.627 4.394
H -0.912 -3.270 -1.648
C -6.806 6.672 -1.425
H 7.280 -3.327 -1.521
H 8.171 -1.617 8.251
H 1.469 -9.507 2.579
C -4.757 2.626 -9.413
H -6.396 2.237 -6.647
H 6.266 -2.104 0.303
H 4.086 -8.600 2.737
H -9.442 -2.415 -3.080
C -7.691 -2.952 -4.353
C 0.725 5.793 -1.244
H -0.327 4.228 -2.138
O -6.089 5.571 -1.425
O -3.519 1.763 -6.363
H -8.750 6.841 -0.601
H 1.101 4.854 -3.911
C 4.431 -9.422 2.109
H -0.886 -1.123 -0.641
H -0.858 5.324 7.561
C 0.438 -3.979 -0.246
C 8.432 -3.740 8.071
H -8.039 -3.981 -4.265
C 8.159 -1.452 -2.347
C 1.700 4.471 -3.085
O -6.238 -2.147 -2.700
H -4.924 2.018 -10.303
O 7.150 -0.473 -2.248
H 0.536 5.733 -0.172
O 7.735 -5.696 6.761
C -7.763 6.583 -0.218
H -7.616 5.164 1.371
H -7.621 -0.838 -1.760
H -7.789 -2.592 -1.470
H -0.715 5.679 5.229
H -7.403 7.335 0.484
H 2.268 -10.989 3.189
C 8.085 -2.419 7.518
C -6.112 4.888 -0.146
O 3.703 5.778 -2.912
C -4.253 2.142 -7.262
H 8.731 -2.206 6.667
C 7.598 -4.558 7.084
C 6.630 -2.474 7.134
O 5.779 0.360 -0.697
C 0.584 -2.018 0.843
H 0.554 -4.964 -0.676
H 7.817 -1.233 0.639
H -8.298 4.489 -0.077
C -8.470 -2.035 -3.393
H 1.021 3.666 -1.121
H -6.635 1.839 -8.923
H 1.830 -3.720 1.530
H 1.042 5.724 5.151
C 7.846 -2.452 -1.202
O -6.647 7.554 -2.281
H -5.535 3.784 -6.867
C 0.131 5.172 7.130
H 2.252 3.556 -3.295
C 3.208 -9.970 1.414
H -5.909 3.827 -0.293
H -6.620 3.561 -8.909
H 4.856 -10.169 2.780
C 0.922 3.098 6.448
H 7.972 -3.916 9.044
C 0.194 5.198 5.589
N -0.291 -3.052 -0.881
H 6.423 -1.900 6.232
H -5.394 5.378 0.512
C -7.525 5.168 0.285
C 6.580 -0.502 -1.077
H -7.748 -2.681 -5.407
C -7.568 -1.827 -2.214
C -0.258 -1.915 -0.260
O 1.404 1.979 6.509
H 9.490 -4.003 8.069
H 5.196 -9.036 1.436
H 0.667 6.066 7.450
H 1.368 -11.066 1.776
C -6.032 2.692 -8.612
H 5.945 -2.311 7.966
H 0.805 -1.289 1.608
H -0.033 6.454 -1.664
O -5.275 -3.332 -4.389
C 0.720 4.387 -1.881
C 0.490 3.725 5.177
O 2.049 6.223 -1.521
H -0.432 3.225 4.880
C -5.620 2.754 -7.212
O 6.507 -3.748 6.630
C 7.131 -1.599 -0.126
H -8.539 -1.066 -3.888
C 2.043 -10.392 2.305
C -6.256 -2.840 -3.833
O 3.152 -10.157 0.189
C 2.599 5.563 -2.551
H 8.678 -2.988 -0.748
*
```

=====

No. 2
C26H64Cl8O6S6 | ωB97M-V/def2-TZVPD

The HOMO energy (alpha / beta) comes out at -0.02716 / -0.23483 Ha. As for the molar mass: 948.818 Da. As for the HOMO-LUMO gap (alpha / beta): 2.46 / 8.11 eV.

The geometry in ORCA input format:
```
! wB97M-V def2-TZVPD RIJCOSX def2/J DEFGRID3
* xyz -1 2
H -1.778 -24.500 8.655
H -7.613 -14.720 12.153
H -10.785 -27.932 -0.422
H -12.029 -19.059 10.875
S -7.249 -15.582 9.944
C -5.359 -25.273 8.092
H -10.588 -25.059 2.808
H -10.714 -19.908 10.010
H -7.310 -20.819 5.932
H -8.949 -22.082 10.442
H -5.896 -20.423 12.947
H -7.334 -25.978 8.624
C -12.733 -22.755 9.146
H -13.595 -23.416 9.063
H -9.771 -26.192 8.369
H -7.309 -16.542 12.271
C -9.454 -18.091 8.293
C -8.221 -21.360 10.812
H -9.095 -23.183 4.419
H -4.196 -21.157 5.764
H -7.265 -26.730 6.361
H -5.654 -16.921 8.717
C -9.875 -26.201 7.284
O -6.221 -19.939 8.586
H -9.288 -24.263 6.624
S -11.977 -22.587 7.517
C -2.048 -25.797 6.264
O -10.710 -21.789 7.815
C -11.408 -25.947 0.439
H -7.292 -21.912 10.671
H -10.901 -25.861 7.136
H -9.673 -26.546 -0.663
H -8.911 -17.217 7.934
C -0.853 -24.311 8.111
S -1.203 -24.185 6.335
C -9.986 -24.622 2.011
H -5.211 -16.948 10.319
Cl -7.479 -18.157 5.365
H -13.275 -21.141 6.056
H -3.818 -24.890 9.594
Cl -9.608 -19.852 4.454
Cl -1.535 -17.833 2.629
C -13.239 -21.350 7.125
C -7.177 -21.623 6.656
H -10.214 -22.471 2.273
Cl -3.366 -19.055 0.713
H -12.150 -25.747 -0.334
H -9.234 -25.521 5.412
O -6.482 -14.384 9.457
Cl -4.043 -18.786 3.528
H -6.476 -18.012 9.886
H -6.883 -19.121 13.602
H -9.746 -27.243 6.994
H -11.647 -23.856 0.669
C -8.502 -23.037 3.516
Cl -9.320 -17.341 3.222
H -7.050 -24.317 8.372
H -7.938 -22.107 3.451
H -2.826 -25.837 7.026
H -6.469 -19.311 11.832
H -11.992 -23.286 9.744
H -12.871 -21.776 9.603
H -8.584 -18.568 8.745
H -6.922 -22.531 6.110
H -14.252 -21.564 7.467
H -9.822 -27.396 0.904
H -1.306 -26.593 6.337
C -10.833 -24.580 0.709
H -7.741 -23.817 3.541
Cl -7.355 -19.548 2.764
H -4.913 -19.623 6.097
S -10.508 -17.539 9.724
H -0.211 -25.164 8.331
H -9.137 -25.238 1.717
H -5.066 -25.947 10.131
S -5.775 -21.194 7.784
H -3.662 -20.136 7.109
H -12.998 -20.397 7.596
C -4.535 -20.522 6.582
O -8.045 -22.073 13.398
H -12.019 -19.271 9.049
C -10.361 -27.034 0.028
O -9.551 -17.487 10.918
H -0.394 -23.424 8.548
H -7.024 -25.176 5.756
C -6.771 -19.801 12.758
H -8.298 -20.528 10.112
C -6.110 -17.002 9.704
S -8.335 -20.837 12.550
C -6.813 -25.295 7.954
C -7.089 -15.598 11.774
H -8.834 -22.937 1.364
C -9.417 -23.214 2.242
C -2.788 -19.081 2.375
H -4.930 -24.567 7.381
H -5.021 -26.253 7.752
H -8.160 -21.779 7.101
C -8.410 -18.721 3.932
H -6.042 -15.450 12.035
C -4.888 -25.076 9.501
C -7.449 -25.687 6.620
Cl -2.008 -20.630 2.651
H -9.833 -18.711 7.480
C -8.960 -25.286 6.440
H -5.438 -24.295 10.026
H -2.613 -25.740 5.334
H -10.156 -24.228 -0.069
O -2.433 -23.262 6.310
C -11.442 -19.098 9.957
H -11.965 -26.331 1.293
*
```

=====

No. 3
C6H12F6HgO18S4 | ωB97M-V/def2-TZVPD

The HOMO energy comes out at 0.16485 Ha. As for the molar mass: 814.990 Da. As for the HOMO-LUMO gap: 2.77 eV.

The geometry in ORCA input format:
```
! wB97M-V def2-TZVPD RIJCOSX def2/J DEFGRID3
* xyz -4 1
O 0.194 1.026 2.505
H -2.109 0.067 -1.654
H -3.697 0.541 -0.082
O -0.666 -1.401 -1.347
O 0.557 0.700 4.921
C -1.110 -0.370 -3.545
H -3.409 0.285 2.927
O 1.872 -2.659 3.656
H -3.962 1.815 1.132
H -2.550 -1.820 2.146
H -4.321 -0.565 1.739
O -0.358 -3.458 4.132
O 2.276 1.620 3.581
C -3.290 1.007 0.816
O 1.733 -1.344 -0.227
O 2.503 1.866 -2.259
F 1.258 4.747 -2.036
F 3.015 -3.053 -2.363
O 0.921 -4.379 2.278
S 0.637 -3.156 3.040
H -1.833 2.173 1.366
S 3.202 -1.507 -0.173
C 0.558 3.669 -1.662
H -0.064 -0.060 -3.546
F -0.126 3.988 -0.545
S 0.824 1.571 3.751
H -2.510 -1.432 -2.291
O 0.259 2.900 4.030
Hg -0.198 -0.333 0.820
C -1.637 -0.780 -2.149
H -1.228 -1.293 -4.129
S 1.726 2.265 -1.086
C -3.345 -0.081 1.898
H -1.433 1.033 -4.876
F 5.013 -2.198 -2.042
O -1.872 0.689 -4.097
F -0.322 3.301 -2.596
H -0.301 -2.157 -1.818
O 0.754 1.244 -0.624
O 0.052 -2.100 2.176
F 3.448 -0.921 -2.770
C 3.705 -1.950 -1.963
O 3.635 -2.649 0.596
O -2.026 1.579 0.626
O 2.541 2.878 -0.084
O 3.954 -0.303 0.098
O -2.272 -0.995 1.731
*
```

=====

No. 4
C4H15HgN2O | ωB97M-V/def2-TZVPD

The HOMO energy (alpha / beta) comes out at -0.00380 / 0.01026 Ha. As for the molar mass: 307.767 Da. As for the HOMO-LUMO gap (alpha / beta): 3.63 / 3.46 eV.

The geometry in ORCA input format:
```
! wB97M-V def2-TZVPD RIJCOSX def2/J DEFGRID3
* xyz -1 1
C 0.740 -0.921 0.304
H 2.675 4.857 -1.170
N -3.332 0.323 -0.775
Hg -0.773 1.589 -0.363
H 1.694 -0.398 0.081
H 2.545 4.660 -1.894
H -1.027 -3.009 0.278
N 0.845 -2.133 0.809
H -0.415 3.719 -1.882
C -0.048 3.581 -0.858
C 2.168 -2.703 1.019
H 2.753 -2.088 1.718
H -0.753 4.178 -0.264
H 2.732 -2.743 0.075
O -0.429 -0.445 0.162
H -3.898 0.984 -1.318
C -0.361 -2.905 1.143
H -3.825 0.178 0.111
H -0.924 -2.442 1.965
H -3.389 -0.582 -1.273
H 0.984 3.900 -0.755
H -0.021 -3.892 1.462
H 2.059 -3.708 1.426
*
```

=====

Q: Which E values were calculated for the entries above? A: -2548.7451, -7550.8371, -3935.2083, -499.3803, in Ha.